[1]
8 unconnected molecules or ions with the total composition C29H81N7O8 at a distorted geometry, computed with ωB97M-V with the def2-TZVPD basis set.

Geometry (Å):
1 C 6.202 -3.555 4.085
2 O 4.912 -3.118 4.393
3 C 3.968 -3.213 3.328
4 C 2.629 -2.691 3.876
5 C 2.140 -3.552 5.091
6 N 1.624 -2.570 2.811
7 H 6.633 -2.880 3.340
8 H 6.181 -4.523 3.593
9 H 6.754 -3.568 5.022
10 H 4.301 -2.559 2.480
11 H 3.804 -4.250 2.966
12 H 2.907 -1.736 4.328
13 H 1.219 -3.140 5.449
14 H 2.881 -3.580 5.903
15 H 1.892 -4.553 4.765
16 H 1.704 -3.442 2.269
17 H 1.899 -1.855 2.150
18 C -1.060 -0.128 6.022
19 O -2.092 -1.045 5.627
20 C -1.856 -1.791 4.434
21 C -1.893 -0.931 3.126
22 C -3.156 -0.143 2.993
23 N -1.559 -1.728 1.971
24 H -0.938 0.605 5.213
25 H -0.080 -0.523 6.308
26 H -1.356 0.441 6.928
27 H -0.855 -2.284 4.404
28 H -2.631 -2.555 4.434
29 H -1.096 -0.188 3.291
30 H -3.065 0.614 2.196
31 H -3.301 0.484 3.866
32 H -3.968 -0.855 2.837
33 H -2.365 -2.235 1.573
34 H -0.828 -2.422 2.255
35 C -2.747 3.693 3.186
36 O -3.105 4.140 1.919
37 C -2.289 3.568 0.938
38 C -2.649 4.079 -0.420
39 C -1.780 3.441 -1.467
40 N -2.447 5.498 -0.549
41 H -3.596 3.996 3.824
42 H -1.859 4.206 3.537
43 H -2.662 2.614 3.309
44 H -1.253 3.904 1.076
45 H -2.430 2.470 0.931
46 H -3.666 3.739 -0.600
47 H -2.203 3.525 -2.475
48 H -1.710 2.375 -1.245
49 H -0.773 3.850 -1.459
50 H -1.490 5.758 -0.399
51 H -3.029 6.035 0.114
52 C -0.729 -4.114 -4.464
53 O 0.060 -3.157 -3.828
54 C 0.182 -3.294 -2.444
55 C 1.686 -3.488 -1.989
56 C 2.334 -4.740 -2.532
57 N 1.776 -3.484 -0.526
58 H -1.810 -4.067 -4.255
59 H -0.492 -5.139 -4.238
60 H -0.672 -3.888 -5.514
61 H -0.251 -2.433 -1.970
62 H -0.357 -4.184 -2.082
63 H 2.320 -2.687 -2.415
64 H 3.381 -4.713 -2.235
65 H 2.387 -4.813 -3.603
66 H 1.764 -5.645 -2.213
67 H 1.217 -4.246 -0.187
68 H 1.496 -2.600 -0.103
69 C 2.429 -1.432 -5.459
70 O 2.095 -0.061 -5.284
71 C 1.670 0.183 -3.945
72 C 1.183 1.640 -3.772
73 C -0.118 1.958 -4.564
74 N 2.333 2.428 -4.157
75 H 2.888 -1.418 -6.453
76 H 1.598 -2.119 -5.317
77 H 3.192 -1.672 -4.717
78 H 0.856 -0.524 -3.672
79 H 2.511 -0.033 -3.276
80 H 0.995 1.755 -2.672
81 H -0.843 1.123 -4.471
82 H 0.075 1.896 -5.639
83 H -0.509 2.883 -4.203
84 H 2.612 2.164 -5.103
85 H 2.104 3.422 -4.115
86 C -5.029 -2.704 -4.072
87 O -4.537 -1.702 -3.216
88 C -3.168 -1.453 -3.469
89 C -2.725 -0.268 -2.598
90 C -2.961 -0.546 -1.095
91 N -3.460 0.912 -2.988
92 H -6.045 -2.906 -3.758
93 H -4.425 -3.615 -4.117
94 H -4.998 -2.303 -5.096
95 H -2.528 -2.341 -3.335
96 H -3.086 -1.137 -4.504
97 H -1.645 -0.079 -2.789
98 H -2.642 0.304 -0.500
99 H -2.442 -1.471 -0.780
100 H -4.003 -0.666 -0.912
101 H -3.154 1.220 -3.865
102 H -4.437 0.685 -3.048
103 C 2.079 2.033 2.917
104 O 2.313 3.392 2.580
105 C 1.779 3.828 1.326
106 C 1.924 5.367 1.225
107 C 1.257 6.055 2.379
108 N 1.293 5.722 -0.028
109 H 2.458 1.876 3.908
110 H 2.472 1.309 2.194
111 H 0.985 1.917 2.961
112 H 2.269 3.358 0.469
113 H 0.686 3.599 1.323
114 H 3.021 5.536 1.259
115 H 1.705 5.714 3.311
116 H 0.204 5.786 2.495
117 H 1.322 7.136 2.338
118 H 1.712 5.147 -0.761
119 H 1.444 6.696 -0.267
120 C 0.682 0.334 -0.554
121 O 0.645 -0.541 0.552
122 H 0.033 -0.068 -1.336
123 H 0.339 1.337 -0.289
124 H 1.723 0.282 -0.873
125 H -0.279 -0.667 0.883

Output
HOMO-LUMO gap = 9.27 eV
SMILES string = COC[C@H](C)N.COC[C@H](C)N.COC[C@H](C)N.COC[C@H](C)N.COC[C@H](C)N.COC[C@H](C)N.COC[C@H](C)N.CO
highest occupied orbital energy = -8.70 eV

Mulliken atomic charge list, values in e, 99 entries: atom 1 (C): -0.77, atom 2 (O): -0.30, atom 3 (C): -0.59, atom 4 (C): 0.06, atom 5 (C): -1.52, atom 6 (N): -0.18, atom 7 (H): 0.29, atom 8 (H): 0.33, atom 9 (H): 0.24, atom 10 (H): 0.40, atom 11 (H): 0.39, atom 12 (H): 0.33, atom 13 (H): 0.27, atom 14 (H): 0.39, atom 15 (H): 0.37, atom 16 (H): 0.22, atom 17 (H): -0.03, atom 18 (C): -0.43, atom 19 (O): -0.39, atom 20 (C): -0.37, atom 21 (C): 1.63, atom 22 (C): -1.47, atom 23 (N): -0.51, atom 24 (H): 0.10, atom 25 (H): 0.22, atom 26 (H): 0.29, atom 27 (H): -0.06, atom 28 (H): 0.37, atom 29 (H): -0.73, atom 30 (H): 0.02, atom 31 (H): 0.37, atom 32 (H): 0.46, atom 33 (H): 0.29, atom 34 (H): 0.13, atom 35 (C): -0.30, atom 36 (O): -0.49, atom 37 (C): 1.84, atom 38 (C): -0.15, atom 39 (C): -0.32, atom 40 (N): -0.73, atom 41 (H): 0.29, atom 42 (H): 0.24, atom 43 (H): -0.07, atom 44 (H): -1.00, atom 45 (H): -0.66, atom 46 (H): 0.43, atom 47 (H): 0.37, atom 48 (H): -0.48, atom 49 (H): 0.16, atom 50 (H): 0.22, atom 51 (H): 0.35, atom 52 (C): -0.86, atom 53 (O): 0.03, atom 54 (C): -0.11, atom 55 (C): 0.55, atom 56 (C): -1.74, atom 57 (N): -0.44, atom 58 (H): 0.19, atom 59 (H): 0.43, atom 60 (H): 0.21, atom 61 (H): -0.52, atom 62 (H): 0.67, atom 63 (H): -0.02, atom 64 (H): 0.41, atom 65 (H): 0.35, atom 66 (H): 0.37, atom 67 (H): 0.32, atom 68 (H): 0.03, atom 69 (C): -0.53, atom 70 (O): -0.46, atom 71 (C): -0.31, atom 72 (C): 1.69, atom 73 (C): -1.11, atom 74 (N): -0.73, atom 75 (H): 0.35, atom 76 (H): 0.04, atom 77 (H): 0.28, atom 78 (H): -0.12, atom 79 (H): 0.43, atom 80 (H): -0.66, atom 81 (H): -0.10, atom 82 (H): 0.36, atom 83 (H): 0.41, atom 84 (H): 0.30, atom 85 (H): 0.28, atom 86 (C): -0.79, atom 87 (O): -0.34, atom 88 (C): -0.52, atom 89 (C): 2.31, atom 90 (C): -1.25, atom 91 (N): -0.44, atom 92 (H): 0.30, atom 93 (H): 0.26, atom 94 (H): 0.32, atom 95 (H): -0.31, atom 96 (H): 0.62, atom 97 (H): -1.14, atom 98 (H): -0.42, atom 99 (H): 0.18

[2]
A molecular structure, C10H16N at a distorted geometry, computed with ωB97M-V with the def2-TZVPD basis set.

Geometry (Å):
1 C -1.968 0.566 1.341
2 C 1.206 -1.331 -0.794
3 C 0.945 0.096 -1.263
4 C -0.172 -1.422 1.259
5 C 1.793 0.086 0.942
6 C 1.263 -1.346 0.710
7 C -0.710 -0.053 0.902
8 C 0.866 0.860 0.058
9 C 0.649 2.279 0.096
10 C -2.828 -0.296 -0.978
11 N -2.049 0.115 0.148
12 H -2.805 1.172 1.791
13 H 0.502 -2.034 -1.127
14 H 2.201 -1.675 -1.154
15 H 1.905 0.426 -1.743
16 H -0.075 0.154 -1.767
17 H -0.582 -2.357 0.757
18 H -0.339 -1.601 2.379
19 H 1.788 0.341 1.937
20 H 2.809 0.149 0.535
21 H 1.796 -2.182 0.934
22 H 0.237 2.623 1.122
23 H -0.113 2.577 -0.671
24 H 1.547 2.852 -0.178
25 H -3.730 -0.747 -0.546
26 H -2.447 -0.917 -1.691
27 H -3.094 0.580 -1.579

Output
HOMO-LUMO gap = 8.78 eV
total charge = +1
highest occupied orbital energy = -13.20 eV

The computed Mulliken charges, all in e, follow: atom 1 (C): -0.60, atom 2 (C): -1.03, atom 3 (C): -0.50, atom 4 (C): -0.88, atom 5 (C): -1.13, atom 6 (C): 0.10, atom 7 (C): 0.50, atom 8 (C): 0.98, atom 9 (C): -1.67, atom 10 (C): -0.84, atom 11 (N): 0.06, atom 12 (H): 0.47, atom 13 (H): 0.36, atom 14 (H): 0.42, atom 15 (H): 0.40, atom 16 (H): 0.22, atom 17 (H): 0.32, atom 18 (H): 0.33, atom 19 (H): 0.46, atom 20 (H): 0.37, atom 21 (H): 0.48, atom 22 (H): 0.31, atom 23 (H): 0.34, atom 24 (H): 0.42, atom 25 (H): 0.36, atom 26 (H): 0.37, atom 27 (H): 0.37

[3]
A single C24H25ClN4O4 molecule, computed with ωB97M-V with the def2-TZVPD basis set.

Geometry (Å):
1 C -2.511 6.241 -1.897
2 O -2.559 4.925 -1.401
3 C -1.411 4.353 -0.964
4 C -0.157 4.952 -0.975
5 C 0.962 4.282 -0.509
6 C 0.844 2.996 -0.003
7 N 1.966 2.264 0.466
8 N 1.821 0.952 0.352
9 C 2.712 0.106 0.756
10 C 2.299 -1.329 0.614
11 O 2.848 -2.257 1.179
12 N 1.246 -1.476 -0.220
13 C 0.390 -2.631 -0.166
14 C -1.001 -2.161 0.279
15 O -1.210 -0.974 0.460
16 N -1.943 -3.104 0.465
17 C -1.780 -4.504 0.159
18 C -2.000 -4.849 -1.327
19 C -2.940 -3.882 -2.051
20 C -4.259 -3.617 -1.319
21 C -4.178 -2.425 -0.365
22 C -3.276 -2.671 0.843
23 C 3.945 0.540 1.357
24 C 4.964 -0.316 1.790
25 C 6.109 0.206 2.348
26 C 6.271 1.584 2.487
27 C 5.280 2.440 2.064
28 C 4.112 1.932 1.493
29 C 3.075 2.872 1.059
30 O 3.149 4.076 1.203
31 C -0.405 2.374 0.016
32 C -1.508 3.046 -0.463
33 Cl -3.047 2.276 -0.451
34 H -3.535 6.487 -2.171
35 H -2.160 6.944 -1.135
36 H -1.872 6.313 -2.783
37 H -0.034 5.953 -1.356
38 H 1.919 4.774 -0.534
39 H 0.772 -0.611 -0.463
40 H 0.330 -3.106 -1.151
41 H 0.819 -3.337 0.551
42 H -0.790 -4.842 0.472
43 H -2.514 -5.044 0.764
44 H -1.045 -4.856 -1.855
45 H -2.407 -5.860 -1.383
46 H -2.430 -2.929 -2.211
47 H -3.149 -4.305 -3.036
48 H -5.032 -3.399 -2.059
49 H -4.571 -4.511 -0.776
50 H -3.803 -1.555 -0.909
51 H -5.176 -2.182 0.002
52 H -3.711 -3.433 1.495
53 H -3.170 -1.740 1.406
54 H 4.828 -1.380 1.688
55 H 6.891 -0.459 2.683
56 H 7.175 1.977 2.927
57 H 5.376 3.511 2.159
58 H -0.518 1.371 0.398

Output
HOMO-LUMO gap = 8.06 eV
SMILES string = COc1ccc(-n2nc(C(=O)NCC(=O)N3CCCCCC3)c3ccccc3c2=O)cc1Cl
highest occupied orbital energy = -8.05 eV

The computed Mulliken charges, all in e, follow: atom 1 (C): -0.90, atom 2 (O): -0.45, atom 3 (C): 0.96, atom 4 (C): -0.64, atom 5 (C): -0.86, atom 6 (C): -0.03, atom 7 (N): 0.25, atom 8 (N): -0.67, atom 9 (C): 0.32, atom 10 (C): 0.25, atom 11 (O): -0.73, atom 12 (N): -0.14, atom 13 (C): -0.86, atom 14 (C): 0.89, atom 15 (O): -0.69, atom 16 (N): 0.16, atom 17 (C): -1.03, atom 18 (C): -0.61, atom 19 (C): -0.62, atom 20 (C): -0.79, atom 21 (C): -0.42, atom 22 (C): -1.01, atom 23 (C): 0.85, atom 24 (C): -0.61, atom 25 (C): -0.56, atom 26 (C): -0.54, atom 27 (C): -0.57, atom 28 (C): -0.08, atom 29 (C): 0.63, atom 30 (O): -0.70, atom 31 (C): -0.43, atom 32 (C): 0.15, atom 33 (Cl): -0.19, atom 34 (H): 0.24, atom 35 (H): 0.35, atom 36 (H): 0.35, atom 37 (H): 0.35, atom 38 (H): 0.41, atom 39 (H): 0.40, atom 40 (H): 0.10, atom 41 (H): 0.50, atom 42 (H): 0.38, atom 43 (H): 0.48, atom 44 (H): 0.30, atom 45 (H): 0.41, atom 46 (H): 0.23, atom 47 (H): 0.45, atom 48 (H): 0.39, atom 49 (H): 0.33, atom 50 (H): 0.22, atom 51 (H): 0.41, atom 52 (H): 0.40, atom 53 (H): 0.35, atom 54 (H): 0.52, atom 55 (H): 0.42, atom 56 (H): 0.41, atom 57 (H): 0.47, atom 58 (H): 0.78

[4]
A single C2H3NO2 molecule at a distorted geometry, computed with ωB97M-V with the def2-TZVPD basis set.

Geometry (Å):
1 C 0.868 0.645 0.046
2 C -0.299 -0.271 0.142
3 N -1.078 -0.954 0.933
4 O -1.949 -1.254 -0.115
5 O -1.101 -0.642 -1.064
6 H 1.880 0.071 0.062
7 H 0.719 1.097 -0.883
8 H 0.960 1.308 0.879

Output
HOMO-LUMO gap = 11.21 eV
SMILES string = Cc1noo1
highest occupied orbital energy = -10.38 eV

The computed Mulliken charges, all in e, follow: atom 1 (C): -0.86, atom 2 (C): 0.69, atom 3 (N): -0.42, atom 4 (O): -0.03, atom 5 (O): -0.22, atom 6 (H): 0.25, atom 7 (H): 0.29, atom 8 (H): 0.31

What is the formula in the first record? C29H81N7O8

Number 2 is which compound? C10H16N

What is the highest occupied orbital energy in the first record? -8.70 eV